A single C22H26N2O2S molecule. Source: OMol25; level of theory: the ωB97M-V functional and the def2-TZVPD basis.

Structure (XYZ):
```
53
Properties=species:S:1:pos:R:3:forces:R:3
C -0.32525 -5.12946 -3.19563 0.174 0.140 -0.135
C 0.42953 -3.83139 -3.45397 -0.245 0.016 0.226
C 0.02261 -2.73823 -2.46932 0.326 0.079 -0.290
H -1.05305 -2.55914 -2.54740 -0.085 -0.020 0.063
C 0.76961 -1.43271 -2.73580 0.012 -0.152 0.019
N 0.38475 -0.40295 -1.79607 -0.293 -0.164 -0.255
C 1.23689 0.14493 -0.91362 -0.609 0.284 0.201
O 2.42557 -0.10190 -0.86885 0.513 -0.048 0.084
C 0.57101 1.16241 0.03091 -0.033 -0.216 -0.280
N 0.90285 0.87094 1.39806 0.090 0.101 -0.202
C 0.03384 0.19856 2.20623 -0.215 0.055 -0.148
O -1.09982 -0.11755 1.89812 -0.155 -0.152 0.142
C 0.76582 -0.04258 3.46462 0.522 0.019 0.341
C 0.34784 -0.65658 4.63267 -0.022 0.056 -0.163
C 1.25698 -0.76550 5.67171 -0.120 -0.061 0.060
C 2.54843 -0.27282 5.53930 0.121 0.050 -0.026
C 2.96655 0.34179 4.36750 0.020 0.005 -0.002
C 2.06364 0.45092 3.32940 -0.518 -0.155 0.078
C 2.21633 1.05759 1.97233 0.389 0.099 -0.142
H 2.46813 2.12268 2.03530 0.030 -0.046 0.013
H 2.97383 0.55195 1.36209 -0.058 0.091 0.111
H 3.97265 0.72199 4.27200 0.113 0.035 0.010
H 3.24020 -0.36977 6.36318 0.052 -0.010 0.067
H 0.96131 -1.23850 6.59643 -0.023 -0.036 0.069
H -0.65925 -1.03424 4.71790 -0.112 -0.047 0.008
C 0.98992 2.56686 -0.39891 -0.345 0.248 0.376
H 2.05888 2.70827 -0.24619 0.024 -0.009 -0.116
H 0.76109 2.71918 -1.45288 0.126 -0.055 -0.064
S 0.14019 3.86936 0.55172 0.020 0.041 -0.114
C -1.32604 4.16052 -0.51989 0.562 -0.012 0.247
C -2.07139 2.89739 -0.79027 -0.197 -0.043 -0.143
C -2.01935 2.30145 -2.04509 -0.006 0.123 0.093
C -2.64615 1.08623 -2.26967 -0.075 -0.070 -0.068
C -3.32989 0.45678 -1.24233 -0.013 -0.096 -0.083
C -3.39821 1.05180 0.00755 0.003 0.081 0.058
C -2.77436 2.26446 0.23109 -0.075 0.022 -0.143
H -2.80531 2.71758 1.21058 0.025 0.021 0.134
H -3.92104 0.56211 0.81296 -0.031 -0.069 0.096
H -3.80955 -0.49521 -1.41509 -0.050 -0.081 -0.013
H -2.60203 0.63517 -3.25138 -0.009 -0.049 -0.079
H -1.48795 2.78857 -2.85143 0.062 0.059 -0.051
H -1.92494 4.87350 0.04570 -0.013 0.049 -0.067
H -0.97013 4.62917 -1.43810 -0.161 0.020 0.004
H -0.51728 1.05773 -0.02540 0.234 0.020 -0.043
H -0.60108 -0.18987 -1.73139 0.134 0.097 0.163
H 1.84649 -1.57550 -2.62301 -0.098 0.022 -0.095
H 0.56446 -1.08486 -3.75481 0.092 -0.068 0.027
H 0.23239 -3.06554 -1.44919 -0.050 0.020 0.070
H 1.50294 -4.01080 -3.36774 0.063 0.039 -0.067
H 0.23100 -3.49161 -4.47318 0.079 0.019 -0.057
H -0.12449 -5.49285 -2.19051 -0.015 -0.084 0.107
H -0.02172 -5.89546 -3.90498 -0.033 -0.139 -0.026
H -1.39745 -4.97490 -3.29525 -0.128 -0.034 0.005
```
Positions in Å, forces in eV/Å.

Summary:
Gap between HOMO and LUMO = 9.363 eV
ΔE to the lowest compared entry with this formula, charge and spin = 2.5 kcal/mol
Charge = 0
Total energy = -1512.17491 hartree
E_LUMO = 0.70 eV